The following is a DFT calculation (wB97M-V/def2-TZVPD) of the molecule HIN2 at a distorted geometry.

Summary:
structure (SMILES): [H]/N=N/I
LUMO level (spin up / spin down): -1.211 / -1.215 eV
energy above the lowest of the compared OMol25 structures with the same formula, charge and spin: 419.19 kJ/mol
net charge: 0

CARTESIAN COORDINATES (ANGSTROEM)
I 2.519 1.983 -1.644
N 0.690 0.296 0.134
N 0.775 0.878 -1.236
H -0.200 -0.172 0.297

Electronic structure analysis, Mulliken charges in units of e: atom 1 (I): 0.179, atom 2 (N): -0.228, atom 3 (N): -0.183, atom 4 (H): 0.232